1.
Entry from the Open Molecules 2025 dataset: a cluster of 2 separate species, C5H7NO in total (wB97M-V/def2-TZVPD).

Summary:
HOMO-LUMO gap: 11.32 eV
Electronic energy: -8832.5299 eV
Structure (SMILES): C#CCC.N#CO
Lowest unoccupied orbital energy: 0.7 eV

ORCA input file:
```
! RIJCOSX wB97M-V def2-TZVPD def2/J DEFGRID3
* xyz 0 1
C 0.60 -2.01 -0.13
C -0.35 -1.33 0.15
C -1.21 -0.25 0.50
C -1.18 0.94 -0.51
H 1.30 -2.66 -0.42
H -0.71 0.20 1.41
H -2.24 -0.73 0.55
H -1.47 0.69 -1.55
H -0.17 1.49 -0.45
H -1.89 1.60 -0.01
N 1.67 1.29 1.50
C 1.85 0.87 0.44
O 2.19 0.36 -0.63
H 1.62 -0.45 -0.85
*
```

=====

2.
Entry from the Open Molecules 2025 dataset: a structure of composition C5H7NO (wB97M-V/def2-TZVPD).

Summary:
HOMO-LUMO gap: 10.41 eV
Electronic energy: -8833.4395 eV
Lowest unoccupied orbital energy: 1.0 eV

ORCA input file:
```
! RIJCOSX wB97M-V def2-TZVPD def2/J DEFGRID3
* xyz 0 1
C -1.99 1.12 1.20
N -1.45 0.76 -0.08
C -0.43 0.11 -0.36
O -0.07 -0.09 -1.70
C 0.94 -1.03 -1.31
C 2.01 -0.32 -0.56
C 0.71 -0.75 0.15
H -1.57 0.60 2.08
H -1.86 2.20 1.32
H -3.07 0.95 1.17
H 1.01 -1.96 -1.87
H 2.20 0.73 -0.78
H 2.88 -0.92 -0.28
H 0.70 -1.39 1.02
*
```

=====

3.
Entry from the Open Molecules 2025 dataset: the molecule C5H7NO (wB97M-V/def2-TZVPD).

Summary:
HOMO-LUMO gap: 7.65 eV
Electronic energy: -8828.5894 eV
Lowest unoccupied orbital energy: -0.6 eV

ORCA input file:
```
! RIJCOSX wB97M-V def2-TZVPD def2/J DEFGRID3
* xyz 0 1
C 1.60 -0.30 1.13
C 0.17 0.04 0.71
C 0.08 0.68 -0.74
C -1.21 0.85 -1.45
O -1.98 -0.98 -1.45
C -0.74 -1.16 0.55
N -1.45 -1.27 -0.37
H 1.62 -0.78 2.12
H 2.20 0.62 1.18
H 2.07 -0.97 0.41
H -0.30 0.70 1.45
H 0.39 1.74 -0.67
H 0.83 0.17 -1.37
H -1.98 1.17 -0.73
*
```

=====

4.
Entry from the Open Molecules 2025 dataset: a structure of composition C5H7NO (wB97M-V/def2-TZVPD).

Summary:
HOMO-LUMO gap (spin up / spin down): 7.56 / 7.56 eV
Electronic energy: -8831.0123 eV
Lowest unoccupied orbital energy (spin up / spin down): -1.1 / -1.1 eV

ORCA input file:
```
! RIJCOSX wB97M-V def2-TZVPD def2/J DEFGRID3
* xyz 0 1
C -1.33 -0.29 -1.55
C -0.08 -0.54 -1.09
C 1.05 -1.09 2.11
C -1.55 0.99 -0.83
C -0.12 0.67 -0.29
N 0.18 -0.13 1.93
O 1.82 -1.49 1.28
H -1.92 -0.60 -2.41
H 0.72 -1.21 -1.02
H 0.95 -1.52 3.09
H -1.54 1.89 -1.48
H -2.34 0.91 -0.05
H 0.76 1.06 0.17
H -0.58 -0.01 2.58
*
```

=====

5.
Entry from the Open Molecules 2025 dataset: the molecule C5H7NO (wB97M-V/def2-TZVPD).

Summary:
HOMO-LUMO gap: 8.49 eV
Electronic energy: -8835.5413 eV
Structure (SMILES): Cn1cccc1O
Lowest unoccupied orbital energy: 0.8 eV

ORCA input file:
```
! RIJCOSX wB97M-V def2-TZVPD def2/J DEFGRID3
* xyz 0 1
C -1.80 0.13 0.59
N -0.44 -0.16 0.21
C 0.08 -1.40 -0.13
C 1.35 -1.21 -0.62
C 1.61 0.19 -0.60
C 0.50 0.79 -0.08
O 0.17 2.08 0.19
H -2.26 0.80 -0.15
H -1.85 0.60 1.57
H -2.37 -0.81 0.61
H -0.49 -2.30 0.05
H 2.02 -1.99 -0.95
H 2.49 0.71 -0.97
H 0.99 2.58 0.28
*
```

=====

6.
Entry from the Open Molecules 2025 dataset: the molecule C5H7NO (wB97M-V/def2-TZVPD).

Summary:
HOMO-LUMO gap: 9.39 eV
Electronic energy: -8833.7430 eV
Structure (SMILES): CC(=O)[C@@H]1C=C1N
Lowest unoccupied orbital energy: 0.9 eV

ORCA input file:
```
! RIJCOSX wB97M-V def2-TZVPD def2/J DEFGRID3
* xyz 0 1
C -2.32 -0.07 0.02
C -0.92 -0.55 0.36
O -0.72 -1.24 1.34
C 0.20 -0.19 -0.58
C 1.48 -0.99 -0.51
C 1.52 0.21 -0.02
N 2.11 1.25 0.64
H -2.88 -0.91 -0.42
H -2.33 0.76 -0.70
H -2.82 0.23 0.94
H -0.14 0.26 -1.53
H 1.87 -1.98 -0.66
H 1.77 2.16 0.38
H 3.12 1.19 0.67
*
```

=====

7.
Entry from the Open Molecules 2025 dataset: a structure of composition C5H7NO (wB97M-V/def2-TZVPD).

Summary:
HOMO-LUMO gap: 10.36 eV
Electronic energy: -8833.2943 eV
Lowest unoccupied orbital energy: 0.8 eV

ORCA input file:
```
! RIJCOSX wB97M-V def2-TZVPD def2/J DEFGRID3
* xyz 0 1
O -1.16 0.59 -1.56
C -0.27 0.95 -0.54
C -0.57 0.59 0.90
C -0.11 -0.80 1.14
C 0.44 -1.37 -0.15
C 0.97 0.06 -0.34
N 0.87 0.31 1.18
H -1.47 1.39 -2.00
H 0.04 2.00 -0.60
H -1.19 1.13 1.61
H -0.39 -1.34 2.05
H -0.25 -1.77 -0.90
H 1.25 -2.07 0.05
H 1.90 0.26 -0.87
*
```

=====

8.
Entry from the Open Molecules 2025 dataset: the molecule C5H7NO (wB97M-V/def2-TZVPD).

Summary:
HOMO-LUMO gap: 9.70 eV
Electronic energy: -8834.2878 eV
Structure (SMILES): C=NCCC=C=O
Lowest unoccupied orbital energy: 0.9 eV

ORCA input file:
```
! RIJCOSX wB97M-V def2-TZVPD def2/J DEFGRID3
* xyz 0 1
C -1.81 -0.79 0.62
N -1.43 0.24 -0.01
C -0.30 0.96 0.54
C 0.84 1.04 -0.48
C 1.31 -0.30 -1.01
C 1.05 -1.47 -0.47
O 0.82 -2.52 -0.01
H -2.65 -1.38 0.23
H -1.33 -1.16 1.54
H 0.06 0.52 1.49
H -0.62 1.99 0.76
H 1.68 1.56 -0.01
H 0.52 1.65 -1.32
H 1.90 -0.34 -1.92
*
```